[1]
{"formula": "C54H142N10O19", "method": "ωB97M-V/def2-TZVPD", "symbols": ["C", "O", "C", "C", "C", "N", "H", "H", "H", "H", "H", "H", "H", "H", "H", "H", "H", "C", "O", "C", "C", "C", "N", "H", "H", "H", "H", "H", "H", "H", "H", "H", "H", "H", "C", "O", "C", "C", "C", "N", "H", "H", "H", "H", "H", "H", "H", "H", "H", "H", "H", "C", "O", "C", "C", "C", "N", "H", "H", "H", "H", "H", "H", "H", "H", "H", "H", "H", "C", "O", "C", "C", "C", "N", "H", "H", "H", "H", "H", "H", "H", "H", "H", "H", "H", "C", "O", "C", "C", "N", "C", "C", "O", "C", "H", "H", "H", "H", "H", "H", "H", "H", "H", "H", "H", "H", "H", "H", "H", "C", "O", "C", "C", "N", "C", "C", "O", "C", "H", "H", "H", "H", "H", "H", "H", "H", "H", "H", "H", "H", "H", "H", "H", "C", "O", "C", "C", "N", "C", "C", "O", "C", "H", "H", "H", "H", "H", "H", "H", "H", "H", "H", "H", "H", "H", "H", "H", "C", "O", "C", "C", "N", "C", "C", "O", "C", "H", "H", "H", "H", "H", "H", "H", "H", "H", "H", "H", "H", "H", "H", "H", "C", "O", "C", "C", "N", "C", "C", "O", "C", "H", "H", "H", "H", "H", "H", "H", "H", "H", "H", "H", "H", "H", "H", "H", "O", "C", "C", "O", "H", "H", "H", "H", "H", "H", "O", "C", "C", "O", "H", "H", "H", "H", "H", "H"], "xyz": [[-3.529, -2.027, 3.121], [-4.199, -2.440, 4.278], [-4.842, -1.360, 4.944], [-5.149, -1.873, 6.318], [-6.099, -3.071, 6.241], [-5.696, -0.748, 7.158], [-4.102, -1.330, 2.504], [-3.289, -2.920, 2.538], [-2.552, -1.587, 3.388], [-4.156, -0.512, 4.987], [-5.736, -1.029, 4.396], [-4.148, -2.166, 6.642], [-5.615, -4.028, 6.031], [-6.822, -2.889, 5.441], [-6.646, -3.195, 7.180], [-6.638, -0.517, 6.795], [-5.853, -1.190, 8.065], [-2.155, -4.934, 6.278], [-1.069, -4.106, 6.588], [-0.753, -3.152, 5.590], [-0.411, -3.735, 4.232], [0.640, -4.851, 4.385], [0.069, -2.747, 3.228], [-3.135, -4.456, 6.322], [-2.153, -5.694, 7.067], [-2.003, -5.477, 5.343], [-1.652, -2.517, 5.442], [0.032, -2.481, 5.949], [-1.306, -4.219, 3.820], [1.588, -4.414, 4.709], [0.813, -5.345, 3.427], [0.278, -5.635, 5.054], [0.883, -2.271, 3.626], [-0.661, -2.044, 3.075], [3.112, -1.314, 6.065], [2.834, -1.348, 4.668], [2.667, -0.067, 4.126], [2.814, -0.178, 2.622], [4.191, -0.654, 2.179], [2.396, 1.072, 1.999], [2.330, -0.742, 6.576], [4.075, -0.821, 6.238], [3.145, -2.345, 6.399], [1.691, 0.357, 4.394], [3.436, 0.652, 4.468], [2.092, -0.918, 2.264], [4.108, -1.350, 1.351], [4.686, -1.081, 3.049], [4.766, 0.188, 1.784], [3.078, 1.814, 2.082], [2.143, 0.947, 1.008], [2.656, 4.726, -5.628], [2.073, 4.643, -4.343], [2.134, 3.346, -3.788], [1.009, 2.405, -4.228], [-0.351, 3.026, -3.953], [1.130, 1.135, -3.447], [2.071, 4.160, -6.369], [3.676, 4.328, -5.655], [2.619, 5.780, -5.891], [3.098, 2.845, -4.025], [2.164, 3.365, -2.689], [1.079, 2.156, -5.300], [-1.158, 2.540, -4.518], [-0.422, 4.060, -4.307], [-0.604, 3.016, -2.891], [0.408, 0.533, -3.857], [1.983, 0.643, -3.768], [4.985, -4.237, 2.935], [4.321, -4.906, 1.905], [3.194, -4.182, 1.513], [2.204, -5.021, 0.746], [2.726, -5.408, -0.637], [0.929, -4.286, 0.625], [4.287, -3.977, 3.744], [5.404, -3.264, 2.634], [5.802, -4.867, 3.267], [2.671, -3.793, 2.405], [3.468, -3.266, 0.963], [2.022, -5.944, 1.329], [3.212, -4.540, -1.082], [1.864, -5.662, -1.272], [3.318, -6.321, -0.651], [0.149, -4.881, 0.367], [0.664, -3.830, 1.522], [1.196, -4.219, -4.910], [2.264, -3.300, -4.921], [2.265, -2.438, -3.805], [3.382, -1.419, -3.912], [3.278, -0.384, -4.955], [3.193, -0.915, -6.366], [3.217, 0.264, -7.290], [4.548, 0.723, -7.486], [4.590, 1.900, -8.210], [1.410, -5.178, -4.411], [0.874, -4.338, -5.945], [0.293, -3.936, -4.345], [2.436, -2.987, -2.867], [1.313, -1.896, -3.679], [4.357, -1.938, -3.847], [3.352, -0.911, -2.930], [4.212, 0.042, -4.927], [2.231, -1.408, -6.436], [4.040, -1.601, -6.471], [2.572, 1.062, -6.896], [2.814, 0.006, -8.287], [4.609, 1.720, -9.295], [5.463, 2.506, -7.958], [3.737, 2.575, -8.033], [-1.346, -4.360, -12.165], [-1.136, -3.609, -11.029], [-2.314, -3.303, -10.328], [-2.012, -2.307, -9.255], [-1.150, -2.873, -8.240], [-0.675, -1.882, -7.277], [-1.600, -1.712, -6.109], [-1.119, -0.834, -5.133], [-1.971, -0.716, -4.020], [-2.233, -4.078, -12.751], [-1.449, -5.447, -11.981], [-0.470, -4.295, -12.814], [-2.779, -4.211, -9.907], [-3.064, -2.946, -11.053], [-2.988, -2.003, -8.865], [-1.582, -1.425, -9.760], [-0.393, -3.329, -8.730], [-0.348, -0.937, -7.741], [0.289, -2.311, -6.954], [-1.995, -2.655, -5.702], [-2.539, -1.270, -6.519], [-2.076, -1.672, -3.483], [-2.926, -0.242, -4.285], [-1.530, -0.067, -3.254], [-2.326, 1.599, 4.427], [-3.467, 1.830, 5.227], [-4.256, 2.857, 4.661], [-5.500, 3.055, 5.482], [-6.440, 1.979, 5.279], [-7.714, 2.245, 5.996], [-8.762, 1.180, 5.756], [-8.442, -0.098, 6.305], [-9.522, -0.972, 6.259], [-2.571, 1.271, 3.406], [-1.820, 0.743, 4.888], [-1.621, 2.437, 4.375], [-4.575, 2.509, 3.665], [-3.703, 3.798, 4.555], [-5.892, 4.051, 5.251], [-5.135, 3.185, 6.523], [-6.023, 1.176, 5.761], [-8.112, 3.189, 5.630], [-7.469, 2.231, 7.074], [-8.859, 1.059, 4.655], [-9.744, 1.581, 6.049], [-9.294, -1.769, 6.970], [-9.621, -1.485, 5.292], [-10.487, -0.533, 6.517], [5.439, 8.538, 0.799], [5.952, 7.357, 0.298], [6.934, 6.799, 1.106], [7.553, 5.597, 0.492], [6.707, 4.414, 0.524], [5.442, 4.524, -0.158], [4.681, 3.230, -0.130], [5.314, 2.297, -0.948], [4.453, 1.256, -1.333], [5.343, 8.553, 1.896], [4.425, 8.663, 0.428], [6.069, 9.392, 0.527], [6.608, 6.545, 2.131], [7.727, 7.545, 1.307], [8.528, 5.364, 0.923], [7.822, 5.865, -0.556], [7.222, 3.605, 0.202], [5.540, 4.880, -1.204], [4.865, 5.346, 0.274], [3.664, 3.460, -0.505], [4.513, 2.864, 0.893], [3.580, 1.655, -1.859], [4.215, 0.656, -0.455], [4.952, 0.619, -2.067], [-4.604, 5.384, 0.033], [-4.549, 4.170, 0.731], [-3.258, 3.688, 0.849], [-2.379, 4.458, 1.815], [-1.549, 5.465, 1.181], [-0.343, 4.942, 0.531], [0.540, 4.086, 1.422], [0.701, 4.747, 2.648], [1.220, 3.878, 3.597], [-3.853, 5.522, -0.753], [-4.567, 6.245, 0.715], [-5.555, 5.499, -0.511], [-2.691, 3.641, -0.097], [-3.332, 2.636, 1.131], [-1.915, 3.791, 2.569], [-2.998, 5.042, 2.519], [-1.259, 6.148, 1.867], [0.172, 5.836, 0.167], [-0.654, 4.386, -0.359], [1.496, 4.006, 0.888], [0.065, 3.114, 1.573], [2.146, 3.381, 3.307], [0.551, 3.064, 3.925], [1.360, 4.467, 4.507], [-1.407, -5.836, -0.228], [-2.190, -5.323, -1.329], [-1.288, -4.627, -2.307], [-0.689, -3.436, -1.794], [-1.995, -6.369, 0.321], [-2.762, -6.108, -1.838], [-2.912, -4.596, -0.928], [-1.863, -4.393, -3.206], [-0.426, -5.244, -2.602], [-0.024, -3.646, -1.088], [-0.399, 0.532, 2.061], [-0.747, 0.499, 0.659], [0.249, -0.228, -0.229], [1.305, 0.645, -0.616], [0.551, 0.805, 2.139], [-1.732, 0.027, 0.682], [-0.809, 1.531, 0.281], [-0.267, -0.618, -1.109], [0.647, -1.079, 0.338], [1.299, 0.705, -1.601]], "forces_ev_per_angstrom": [[0.8, -0.4, -0.1], [-0.4, 0.0, -0.2], [0.3, 0.1, -0.5], [-0.4, 0.7, 0.2], [-0.1, -0.1, 0.1], [0.1, -1.2, -0.6], [-0.1, 0.0, 0.1], [-0.2, 0.0, -0.1], [-0.3, 0.3, -0.1], [0.0, 0.2, 0.2], [-0.1, -0.1, 0.0], [-0.2, 0.0, 0.8], [0.1, 0.2, -0.1], [-0.1, -0.1, 0.1], [0.0, 0.0, 0.0], [0.6, -0.4, 0.4], [-0.1, 0.5, 0.0], [0.1, -1.0, 0.7], [0.6, 0.5, 0.0], [-1.4, 0.8, -0.3], [0.8, -0.9, -0.6], [-0.3, 0.2, -0.5], [-0.5, -0.1, 0.9], [0.1, 0.4, -0.3], [-0.1, 0.1, -0.1], [-0.2, 0.1, -0.2], [0.3, 0.0, 0.1], [0.2, -0.4, 0.2], [0.0, 0.3, -0.1], [0.0, -0.2, 0.3], [0.0, 0.2, -0.1], [0.3, 0.3, 0.3], [-0.2, 0.0, -0.1], [0.5, -0.1, 0.0], [-0.1, 0.3, -0.6], [0.2, -0.2, 0.5], [0.3, 0.5, -0.4], [-0.5, 0.0, -0.8], [0.0, 0.5, 0.2], [-0.7, -0.1, -0.2], [0.0, -0.2, 0.2], [0.0, -0.1, 0.1], [0.0, 0.0, 0.2], [-0.1, -0.1, -0.1], [0.0, -0.3, 0.3], [-0.1, -0.1, 0.2], [0.1, -0.3, 0.1], [0.3, -0.3, -0.3], [0.1, 0.1, 0.3], [0.1, -0.1, 0.0], [0.6, 0.2, 0.3], [-0.5, -0.1, -0.1], [0.2, -0.4, 0.4], [0.7, -1.0, -0.1], [-0.2, -0.2, 0.5], [-0.7, 0.3, -0.6], [0.1, -0.2, -0.7], [0.0, 0.1, 0.0], [0.1, 0.2, 0.2], [0.2, 0.0, -0.1], [-0.2, 0.3, -0.2], [-0.5, 0.6, -0.1], [0.2, 0.3, 0.1], [0.2, -0.4, 0.3], [0.4, 0.0, 0.2], [0.1, -0.1, 0.0], [0.1, 0.0, 0.3], [-0.3, 0.5, -0.1], [0.3, 0.6, 0.3], [0.0, -0.2, -0.3], [-0.8, 0.9, 0.5], [-0.6, -0.8, -0.1], [-1.0, -0.2, -0.2], [0.2, 0.9, 0.4], [0.1, -0.3, 0.2], [0.0, -0.2, -0.3], [0.0, -0.1, 0.2], [0.1, -0.1, 0.0], [0.0, -0.3, -0.3], [0.3, 0.2, -0.1], [0.3, -0.2, -0.2], [0.0, 0.2, 0.1], [0.5, 0.3, 0.2], [0.3, -0.3, 0.2], [0.2, -0.2, -0.7], [-0.8, -0.4, 0.2], [-0.5, 0.0, 0.4], [0.3, 0.6, 0.2], [0.2, -0.2, 1.0], [1.0, -0.6, -0.3], [0.0, 0.5, 1.8], [0.1, -0.2, -1.2], [-0.2, -0.2, 1.0], [0.0, 1.3, -0.9], [0.6, 0.0, -0.5], [0.1, -0.5, 0.0], [0.3, 0.9, -0.2], [-0.1, -0.1, -0.1], [-0.1, -0.3, -0.3], [-0.2, 0.0, -0.6], [-0.1, 0.1, -0.3], [-0.5, 0.3, 0.0], [0.1, -0.3, -0.2], [-0.3, -0.1, -0.7], [0.2, 0.0, 0.1], [0.0, -0.1, 0.2], [0.0, -0.1, 0.1], [0.2, -0.4, 0.1], [-0.1, -0.3, 0.2], [0.2, -1.4, -1.2], [0.3, 0.4, 0.5], [-0.8, -0.8, -0.5], [-0.5, 0.3, -0.5], [-0.7, 0.5, 0.0], [2.3, -1.2, -0.1], [-2.3, 0.6, -0.6], [0.9, 0.1, 0.3], [-0.1, 0.1, 0.7], [0.1, 0.3, 0.2], [-0.1, 0.3, 0.4], [0.0, 0.3, 0.1], [0.3, 0.0, 0.1], [0.1, 0.4, 0.2], [0.1, 0.1, 0.4], [0.1, 0.0, 0.2], [0.2, 0.1, 0.2], [-0.6, 0.1, 0.1], [-0.3, 0.2, 0.5], [0.8, -0.2, 0.1], [0.2, 0.0, 0.1], [-0.4, 0.0, -0.4], [0.0, -0.4, -0.1], [0.3, 0.1, -0.4], [0.2, -1.1, 0.2], [0.4, 0.6, -0.2], [-0.5, -0.4, -0.7], [1.0, 0.9, 0.6], [-0.7, -0.2, 0.6], [1.1, -1.2, 0.3], [-0.1, 0.2, -1.8], [-0.2, 1.6, 0.2], [-0.1, -1.5, 0.0], [-0.1, 0.3, 0.1], [0.1, 0.2, -0.1], [-0.3, 0.1, 0.1], [0.1, 0.3, -0.1], [0.1, -0.1, 0.1], [-0.5, -0.3, -0.4], [-0.4, -0.3, 0.0], [0.0, 0.1, -0.4], [0.0, 0.2, 0.3], [-0.5, 0.6, -0.1], [0.1, 0.0, 0.3], [0.1, -0.4, 0.6], [-0.2, 0.0, 0.1], [0.0, 0.4, -0.1], [0.1, 0.3, 0.1], [-0.5, 0.9, 0.7], [-0.3, -0.8, -0.3], [1.2, 0.6, 1.5], [0.4, -0.6, -1.8], [0.3, 0.0, 0.7], [0.0, 0.7, -0.4], [-1.1, 0.8, 0.0], [0.5, -0.2, -0.4], [0.3, -0.2, -0.3], [0.2, -0.3, -0.1], [0.1, 0.2, -0.3], [-0.1, 0.1, -0.1], [-0.6, 0.0, -0.3], [0.0, 0.0, -0.3], [-0.2, 0.0, 0.5], [-0.3, 0.0, 0.2], [0.0, 0.0, -0.1], [0.1, -0.4, 0.0], [-0.1, -0.4, 0.4], [0.2, -0.2, -0.1], [0.4, -0.1, 0.0], [-0.3, -0.1, 0.4], [-0.5, -0.1, -0.1], [0.3, 0.1, 0.2], [-0.9, 1.2, -0.5], [-0.5, 0.2, -0.8], [1.4, -0.9, 0.2], [-0.7, 0.7, 1.7], [0.4, -0.4, -0.3], [-0.7, 0.7, 0.0], [-0.3, 0.5, -1.0], [-0.1, -0.1, -0.2], [0.1, -0.2, 1.7], [0.3, -0.3, 0.4], [0.3, -0.1, -0.1], [0.0, -0.5, 0.4], [-0.5, 0.3, -0.3], [-0.2, 0.0, 0.4], [0.6, -0.1, -0.8], [-0.4, -0.2, -0.5], [0.0, -0.1, 0.1], [0.3, -0.2, 0.0], [0.2, -0.2, 0.0], [0.1, -0.5, 0.3], [0.3, -0.2, 0.0], [0.2, 0.3, -0.2], [-0.3, 0.1, -0.6], [0.4, 0.0, -0.1], [-0.6, -0.2, -0.6], [-0.2, 0.2, 0.6], [1.4, 0.3, 0.3], [-0.3, 0.1, 0.2], [0.2, 0.1, 0.0], [0.2, -0.1, 0.1], [0.1, 0.0, -0.2], [0.0, 0.2, 0.1], [-0.6, -0.6, -0.1], [-0.5, 0.1, -0.4], [0.6, 0.0, -0.5], [0.1, 0.3, 0.9], [-0.3, -0.1, 0.3], [0.0, -0.4, -0.4], [-0.6, 0.1, 0.0], [0.0, 0.0, -0.5], [-0.3, -0.1, 0.0], [0.0, -0.1, 0.0], [0.0, -0.1, -0.2], [-0.1, 0.5, 0.3]], "lumo_ev": 0.44, "relative_energy_kcal_mol": 0.0, "gap_ha": 0.326, "total_charge": 0, "spin_multiplicity": 1, "smiles": "COC[C@H](C)N.COC[C@H](C)N.COC[C@H](C)N.COC[C@H](C)N.COC[C@H](C)N.COCCNCCOC.COCCNCCOC.COCCNCCOC.COCCNCCOC.COCCNCCOC.OCCO.OCCO", "energy_ev": -112094.41575}

***

[2]
{"formula": "C2H7NOS", "method": "ωB97M-V/def2-TZVPD", "symbols": ["C", "C", "N", "O", "S", "H", "H", "H", "H", "H", "H", "H"], "xyz": [[2.188, -0.825, -0.414], [-1.857, 1.295, 0.342], [1.558, -0.304, 0.687], [-0.989, -0.860, -1.028], [-0.657, -0.125, 0.179], [2.515, -0.071, -1.152], [1.600, -1.603, -0.931], [3.085, -1.320, -0.018], [-1.544, 2.064, -0.357], [-2.855, 0.947, 0.106], [-1.780, 1.660, 1.361], [-1.263, -0.857, 1.226]], "forces_ev_per_angstrom": [[-0.1, -0.1, -1.6], [0.9, -0.5, -0.1], [-0.7, 0.5, 1.8], [-0.2, -0.6, -1.3], [-0.8, 0.4, 1.4], [0.1, -0.2, 0.0], [0.2, 0.0, -0.1], [0.0, 0.0, 0.1], [0.0, 0.0, 0.0], [-0.1, -0.2, 0.0], [0.0, 0.1, 0.1], [0.6, 0.7, -0.4]], "lumo_ev": [-0.22, 0.05], "relative_energy_kcal_mol": 137.8, "gap_ha": [0.300, 0.298], "total_charge": 0, "spin_multiplicity": 1, "energy_ev": -16554.79539}